Computed, not measured: a 9-piece molecular cluster, C28H49Cl16I2N2O2 overall, with ωB97M-V/def2-TZVPD.

The geometry in XYZ format:
```
99
Properties=species:S:1:pos:R:3:lowdin_charge:R:1
C 0.261 1.799 0.810 0.15
C 0.898 1.072 0.085 -0.10
C 1.438 -0.075 -0.657 -0.14
C 0.706 -1.256 -0.799 -0.24
O -0.535 -1.552 -0.364 0.01
C -1.441 -1.175 -1.469 -0.08
C -2.916 -1.008 -1.009 -0.36
C -3.095 -0.251 0.338 -0.10
O -3.560 -0.212 -2.027 -0.06
N 1.597 -2.072 -1.520 0.23
C 2.737 -1.410 -1.793 -0.20
C 3.900 -2.055 -2.551 0.04
N 2.687 -0.147 -1.288 0.01
C 3.779 0.820 -1.445 -0.70
I 3.096 2.845 -1.898 0.88
C 4.874 0.732 -0.289 -0.71
C 4.281 0.726 1.155 -0.15
I 6.246 2.425 -0.562 0.83
H -0.282 2.405 1.540 0.08
H -1.417 -1.980 -2.247 0.14
H -1.050 -0.226 -1.902 0.14
H -3.484 -1.966 -0.996 0.15
H -4.201 -0.248 0.560 0.02
H -2.824 0.828 0.227 0.06
H -2.567 -0.718 1.195 0.09
H -3.757 0.664 -1.661 0.06
H 1.361 -3.029 -1.770 0.19
H 4.640 -2.422 -1.796 0.11
H 4.432 -1.330 -3.205 0.10
H 3.567 -2.930 -3.142 0.10
H 4.323 0.520 -2.370 0.07
H 5.507 -0.163 -0.482 0.07
H 4.839 1.497 1.736 0.01
H 4.542 -0.252 1.629 0.03
H 3.212 1.006 1.233 0.06
Cl -5.272 1.857 0.410 0.63
C -7.050 1.671 0.400 -0.64
C -7.629 1.807 -0.985 -0.73
Cl -7.501 3.474 -1.611 0.55
H -7.471 2.405 1.086 0.08
H -7.263 0.672 0.793 -0.06
H -8.690 1.556 -0.967 0.06
H -7.136 1.142 -1.691 -0.02
Cl -6.959 -3.986 3.158 0.55
C -5.973 -2.559 2.764 -0.67
C -6.787 -1.286 2.753 -0.62
Cl -7.943 -1.244 1.398 0.61
H -5.495 -2.735 1.800 0.06
H -5.194 -2.491 3.524 0.07
H -6.127 -0.425 2.635 0.06
H -7.346 -1.160 3.679 0.08
Cl 5.247 6.618 -1.531 0.53
C 4.039 7.856 -1.962 -0.65
C 2.630 7.384 -1.700 -0.64
Cl 2.144 6.076 -2.809 0.50
H 4.184 8.121 -3.008 0.07
H 4.254 8.735 -1.354 0.08
H 1.928 8.204 -1.850 0.08
H 2.515 7.023 -0.679 0.06
Cl 3.169 -2.447 2.990 0.53
C 4.461 -3.233 3.933 -0.65
C 5.784 -2.520 3.782 -0.65
Cl 6.453 -2.687 2.137 0.53
H 4.526 -4.273 3.615 0.07
H 4.148 -3.216 4.977 0.08
H 6.515 -2.948 4.467 0.08
H 5.693 -1.458 4.003 0.07
Cl 9.665 0.994 2.706 0.53
C 10.126 1.407 1.035 -0.67
C 10.796 2.758 0.943 -0.66
Cl 9.667 4.093 1.285 0.53
H 9.229 1.364 0.418 0.02
H 10.813 0.632 0.695 0.07
H 11.174 2.914 -0.068 0.07
H 11.633 2.839 1.634 0.07
Cl -7.860 -3.879 -1.012 0.54
C -7.572 -3.441 -2.713 -0.67
C -6.997 -2.051 -2.860 -0.61
Cl -8.168 -0.776 -2.423 0.64
H -8.513 -3.543 -3.251 0.07
H -6.870 -4.175 -3.110 -0.03
H -6.716 -1.876 -3.899 0.08
H -6.110 -1.917 -2.241 0.06
Cl -5.371 -5.997 -3.039 0.59
C -5.195 -7.579 -2.234 -0.64
C -6.036 -7.676 -0.983 -0.66
Cl -5.443 -6.606 0.311 0.53
H -4.139 -7.732 -2.018 0.07
H -5.509 -8.336 -2.952 0.08
H -6.002 -8.694 -0.595 0.07
H -7.077 -7.421 -1.181 0.07
Cl 1.457 5.405 3.901 0.56
C 2.227 5.404 2.295 -0.67
C 2.919 4.096 1.996 -0.68
Cl 4.354 3.838 3.019 0.57
H 2.922 6.241 2.253 0.07
H 1.436 5.578 1.565 0.07
H 3.261 4.089 0.961 0.01
H 2.250 3.248 2.137 0.04
```

Properties
HOMO (eV): -11.23
Total charge: +1
E_tot (eV): -253458.884
Kohn-Sham gap (eV): 8.31

=====

Computed, not measured: a 10-piece molecular cluster, C28H49F3N2O38S9 overall, with ωB97M-V/def2-TZVPD.

The geometry in XYZ format:
```
129
Properties=species:S:1:pos:R:3:lowdin_charge:R:1
N 2.728 4.659 0.168 0.11
C 2.611 3.511 -0.224 -0.14
C 2.559 2.138 -1.101 -0.22
C 3.971 2.002 -1.923 -0.12
C 4.755 0.648 -1.562 -0.14
C 4.768 -0.489 -2.693 -0.26
O 4.345 -0.069 -4.022 -0.11
C 1.273 2.270 -2.056 -0.23
C 1.409 3.461 -3.156 -0.12
N 1.700 4.216 -4.066 0.12
C 0.883 0.937 -2.874 -0.07
C 1.208 -0.448 -2.128 -0.21
O 1.159 -1.493 -3.164 -0.05
C 0.140 -0.888 -1.017 -0.29
F 0.672 -2.095 -0.404 0.04
F -1.098 -1.314 -1.653 0.05
F -0.052 0.045 0.037 0.08
H 2.408 1.300 -0.335 0.09
H 3.840 2.223 -3.037 0.12
H 4.622 2.874 -1.508 0.12
H 5.848 0.816 -1.204 0.13
H 4.216 0.191 -0.636 0.11
H 4.139 -1.381 -2.360 0.08
H 5.852 -0.896 -2.810 0.13
H 4.016 -0.897 -4.452 0.09
H 0.373 2.594 -1.395 0.15
H 1.309 1.005 -3.949 0.14
H -0.273 0.970 -3.012 0.15
H 2.251 -0.523 -1.662 0.14
H 1.640 -1.116 -3.947 0.10
O -6.210 -1.955 2.542 -0.27
S -5.737 -1.918 1.185 0.68
O -6.528 -1.418 0.097 -0.23
O -5.191 -3.399 0.795 -0.19
C -3.818 -3.318 0.415 -0.17
C -3.259 -2.126 1.178 -0.17
O -4.304 -1.154 1.170 -0.18
H -3.773 -3.150 -0.665 0.13
H -3.299 -4.245 0.660 0.14
H -2.355 -1.725 0.719 0.12
H -3.051 -2.388 2.220 0.14
O 5.142 -2.426 -1.190 -0.26
S 5.392 -3.836 -1.294 0.68
O 6.632 -4.375 -1.768 -0.22
O 4.180 -4.502 -2.144 -0.19
C 3.537 -5.504 -1.355 -0.16
C 3.730 -5.065 0.088 -0.16
O 5.049 -4.521 0.137 -0.18
H 4.034 -6.459 -1.548 0.13
H 2.483 -5.584 -1.625 0.14
H 3.629 -5.892 0.792 0.14
H 3.027 -4.272 0.357 0.13
O -6.201 -2.760 5.985 -0.22
S -6.425 -1.454 5.435 0.68
O -5.843 -1.022 4.199 -0.26
O -6.091 -0.354 6.587 -0.19
C -7.248 0.446 6.832 -0.17
C -8.434 -0.448 6.503 -0.17
O -8.028 -1.201 5.361 -0.19
H -7.210 1.313 6.165 0.13
H -7.263 0.788 7.868 0.14
H -9.337 0.123 6.286 0.12
H -8.635 -1.151 7.317 0.13
O -11.727 3.424 4.636 -0.23
S -10.534 2.783 4.160 0.65
O -9.218 3.222 4.519 -0.23
O -10.626 2.681 2.543 -0.19
C -10.540 1.312 2.144 -0.16
C -11.108 0.516 3.309 -0.16
O -10.650 1.195 4.480 -0.21
H -9.486 1.071 1.978 0.14
H -11.099 1.148 1.222 0.14
H -10.772 -0.521 3.308 0.14
H -12.202 0.544 3.310 0.13
O 1.889 -1.024 3.583 -0.22
S 1.661 0.281 3.036 0.65
O 2.240 0.719 1.799 -0.25
O 2.000 1.378 4.183 -0.18
C 0.844 2.178 4.435 -0.17
C -0.344 1.283 4.114 -0.17
O 0.058 0.532 2.968 -0.21
H 0.877 3.045 3.769 0.14
H 0.836 2.519 5.472 0.14
H -1.249 1.853 3.903 0.14
H -0.539 0.579 4.928 0.14
O 5.405 2.767 -8.102 -0.23
S 5.174 4.076 -8.639 0.65
O 5.751 4.523 -9.872 -0.23
O 5.513 5.165 -7.483 -0.19
C 4.356 5.962 -7.223 -0.17
C 3.170 5.068 -7.551 -0.18
O 3.571 4.325 -8.703 -0.20
H 4.388 6.833 -7.883 0.13
H 4.348 6.294 -6.184 0.14
H 2.264 5.638 -7.757 0.14
H 2.976 4.357 -6.741 0.11
O 7.284 -5.282 2.900 -0.24
S 8.652 -4.864 2.786 0.65
O 9.598 -5.003 3.853 -0.23
O 8.669 -3.323 2.275 -0.19
C 9.397 -3.235 1.048 -0.18
C 9.229 -4.591 0.382 -0.18
O 9.281 -5.539 1.450 -0.19
H 10.446 -3.039 1.287 0.13
H 9.009 -2.423 0.432 0.12
H 10.010 -4.794 -0.351 0.13
H 8.251 -4.677 -0.098 0.10
O -15.952 3.662 0.263 -0.23
S -14.760 3.900 1.024 0.65
O -13.563 3.126 0.861 -0.23
O -15.157 3.911 2.598 -0.19
C -14.794 5.166 3.174 -0.17
C -14.871 6.170 2.033 -0.17
O -14.376 5.472 0.891 -0.19
H -13.773 5.082 3.558 0.12
H -15.469 5.419 3.992 0.14
H -14.278 7.065 2.225 0.14
H -15.907 6.458 1.830 0.13
O 10.301 -2.595 -1.767 -0.23
S 10.765 -2.547 -3.124 0.66
O 9.967 -2.043 -4.201 -0.21
O 11.307 -4.023 -3.526 -0.19
C 12.678 -3.940 -3.916 -0.17
C 13.244 -2.753 -3.149 -0.17
O 12.198 -1.782 -3.145 -0.19
H 12.715 -3.766 -4.996 0.13
H 13.199 -4.869 -3.681 0.14
H 14.143 -2.348 -3.613 0.14
H 13.460 -3.022 -2.111 0.13
```

Properties
HOMO (eV): -10.21
SMILES string: N#C[C@H](CCCO)[C@@H](C#N)C[C@H](O)C(F)(F)F.O=S1(=O)OCCO1.O=S1(=O)OCCO1.O=S1(=O)OCCO1.O=S1(=O)OCCO1.O=S1(=O)OCCO1.O=S1(=O)OCCO1.O=S1(=O)OCCO1.O=S1(=O)OCCO1.O=S1(=O)OCCO1
Total charge: 0
E_tot (eV): -216271.116
Kohn-Sham gap (eV): 10.37

=====

Computed, not measured: C28H50MnN6O10P2S2 as an isolated structure, with ωB97M-V/def2-TZVPD.

The geometry in XYZ format:
```
99
Properties=species:S:1:pos:R:3:lowdin_charge:R:1
Mn 1.531 0.337 -0.501 0.74
C -2.208 0.273 -3.902 -0.02
C -1.569 1.648 -3.921 -0.37
C -0.521 1.747 -5.014 -0.03
O -1.028 1.877 -2.561 -0.20
P 0.160 2.722 -2.006 0.51
O 1.392 1.895 -1.702 -0.34
C -0.495 3.354 -0.446 -0.16
P -1.041 1.889 0.500 0.52
O -0.343 0.645 -0.005 -0.33
O -2.582 1.838 0.437 -0.15
C -3.545 1.369 -0.575 -0.40
C -4.819 2.150 -0.322 -0.02
C -3.741 -0.123 -0.414 -0.03
O -0.681 2.134 1.993 -0.17
C -1.226 3.276 2.768 -0.40
C -2.434 2.830 3.565 -0.02
C -0.098 3.791 3.637 -0.02
O 0.411 3.879 -3.007 -0.15
C 1.665 4.615 -3.279 -0.37
C 2.691 3.726 -3.957 -0.03
C 2.192 5.248 -2.005 -0.04
H -2.753 0.130 -4.833 0.10
H -2.907 0.163 -3.073 0.06
H -1.441 -0.497 -3.815 0.06
H -2.331 2.416 -4.053 0.15
H 0.316 1.080 -4.790 0.09
H -0.158 2.762 -5.139 0.07
H -0.978 1.430 -5.950 0.10
H -1.306 4.060 -0.619 0.11
H 0.312 3.844 0.103 0.09
H -3.128 1.610 -1.552 0.11
H -5.161 1.961 0.696 0.10
H -5.596 1.824 -1.012 0.10
H -4.664 3.221 -0.451 0.09
H -4.004 -0.329 0.621 0.10
H -2.831 -0.674 -0.661 0.08
H -4.549 -0.458 -1.064 0.10
H -1.516 4.052 2.052 0.14
H -2.142 2.135 4.353 0.09
H -3.159 2.326 2.930 0.08
H -2.909 3.699 4.020 0.10
H 0.247 3.012 4.315 0.08
H -0.453 4.630 4.233 0.10
H 0.743 4.123 3.026 0.09
H 1.336 5.387 -3.972 0.15
H 3.031 2.946 -3.278 0.07
H 3.544 4.336 -4.251 0.10
H 2.278 3.266 -4.855 0.08
H 2.537 4.473 -1.315 0.08
H 1.424 5.853 -1.523 0.09
H 3.033 5.895 -2.244 0.10
C 2.829 -4.708 -1.990 -0.02
N 2.053 -3.471 -1.896 0.01
C 2.314 -2.264 -2.354 -0.67
S 0.975 -1.111 -2.250 0.87
N 3.417 -1.866 -2.952 0.00
C 4.735 -2.501 -3.012 -0.02
H 2.135 -5.543 -2.042 0.10
H 3.458 -4.843 -1.110 0.10
H 3.436 -4.718 -2.887 0.09
H 1.176 -3.542 -1.402 0.13
H 3.368 -0.927 -3.313 0.13
H 4.830 -3.127 -3.899 0.10
H 4.925 -3.093 -2.122 0.09
H 5.486 -1.718 -3.072 0.10
N 3.303 0.222 -0.854 0.02
C 4.420 0.284 -0.425 -0.23
N 5.604 0.356 -0.169 0.16
C 6.474 0.092 0.779 -0.31
N 7.249 -0.160 1.595 0.17
C -2.566 -7.242 1.888 -0.04
C -2.295 -5.916 2.534 -0.26
C -1.005 -5.531 2.896 -0.03
C -0.761 -4.299 3.479 -0.06
C -1.825 -3.444 3.713 -0.29
C -3.122 -3.810 3.384 -0.05
C -3.351 -5.040 2.795 -0.02
S -1.556 -1.850 4.437 0.66
O -0.952 -1.958 5.725 -0.26
O -2.755 -1.076 4.267 -0.30
N -0.386 -1.211 3.420 -0.11
C 0.741 -0.527 4.030 -0.20
C 2.022 -0.636 3.181 -0.04
C 1.867 -0.192 1.757 -0.54
O 1.973 1.005 1.366 0.00
O 1.681 -1.055 0.822 -0.04
H -1.648 -7.800 1.714 0.08
H -3.091 -7.113 0.940 0.09
H -3.217 -7.845 2.523 0.09
H -0.179 -6.214 2.733 0.11
H 0.243 -4.013 3.764 0.11
H -3.936 -3.135 3.610 0.11
H -4.363 -5.333 2.545 0.12
H -0.818 -0.717 2.653 0.09
H 0.917 -1.028 4.980 0.12
H 0.536 0.524 4.235 0.11
H 2.341 -1.678 3.166 0.14
H 2.796 -0.021 3.639 0.14
```

Properties
HOMO (alpha / beta) (eV): -13.10 / -13.10
Multiplicity: 4
⟨S²⟩: 3.962
Total charge: +2
E_tot (eV): -130823.404
Kohn-Sham gap (alpha / beta) (eV): 4.64 / 6.11

=====

Computed, not measured: C28H51BBrClF2InO10Si as an isolated structure, with ωB97M-V/def2-TZVPD.

The geometry in XYZ format:
```
96
Properties=species:S:1:pos:R:3:lowdin_charge:R:1
C 2.027 1.223 -2.053 -0.19
Si 0.545 0.187 -1.464 0.64
C 0.378 0.552 0.395 -0.15
C -0.992 0.890 -2.336 -0.22
C -1.801 -0.084 -3.226 -0.22
C -3.182 0.559 -3.471 -0.55
F -3.098 1.935 -3.494 -0.03
F -3.730 0.115 -4.656 -0.02
In -4.595 0.006 -1.796 0.31
Cl -5.288 1.959 -0.500 -0.10
Br -3.546 -1.682 -0.108 0.08
C -6.412 -0.951 -2.645 -0.16
B -7.271 -1.647 -1.555 -0.78
O -6.882 -2.800 -0.884 0.09
O -8.550 -1.119 -1.225 0.08
C 0.911 -1.629 -1.841 -0.23
C 2.201 -1.980 -2.210 -0.11
C 2.533 -3.280 -2.468 -0.11
C 1.609 -4.295 -2.410 -0.10
C 0.332 -3.958 -2.040 -0.11
C -0.004 -2.665 -1.752 -0.12
H 2.165 1.180 -3.141 0.03
H 2.957 0.894 -1.577 0.02
H 1.848 2.271 -1.790 0.03
H 0.680 -0.337 0.930 0.00
H -0.672 0.799 0.575 0.02
H 0.971 1.424 0.680 0.03
H -0.647 1.694 -2.992 0.08
H -1.638 1.331 -1.569 0.07
H -2.010 -1.049 -2.767 0.05
H -1.335 -0.169 -4.219 0.11
H -6.089 -1.657 -3.416 0.03
H -7.009 -0.137 -3.069 0.03
H -6.086 -2.667 -0.350 0.01
H -9.181 -1.616 -1.759 0.08
H 2.994 -1.244 -2.280 0.09
H 3.549 -3.558 -2.735 0.11
H 1.885 -5.316 -2.646 0.10
H -0.422 -4.740 -1.982 0.11
H -1.025 -2.460 -1.438 0.05
O 1.283 4.499 1.128 0.08
C 0.216 4.329 1.661 -0.54
O -0.774 3.740 0.984 0.00
C -2.012 3.332 1.587 -0.23
C -3.006 4.475 1.625 -0.07
C -0.048 4.847 3.056 0.01
H -1.838 2.890 2.569 0.12
H -2.404 2.536 0.956 0.10
H -2.645 5.306 2.234 0.06
H -3.960 4.137 2.031 0.08
H -3.171 4.863 0.620 0.08
H -0.323 5.900 3.000 0.09
H 0.873 4.748 3.628 0.07
H -0.815 4.299 3.597 0.07
O 0.387 -0.397 3.012 0.09
C 0.680 -1.246 3.806 -0.50
O -0.043 -2.384 3.847 0.01
C 0.326 -3.527 4.615 -0.24
C -0.160 -3.419 6.046 -0.07
C 1.783 -1.034 4.818 0.02
H 1.401 -3.707 4.553 0.11
H -0.159 -4.373 4.130 0.12
H 0.292 -2.570 6.561 0.07
H 0.080 -4.327 6.602 0.08
H -1.240 -3.269 6.067 0.08
H 1.385 -0.480 5.667 0.10
H 2.566 -0.445 4.347 0.09
H 2.248 -1.953 5.170 0.07
O 4.392 2.070 6.721 0.10
C 4.795 3.026 6.118 -0.53
O 4.263 4.238 6.372 0.00
C 4.794 5.461 5.853 -0.24
C 4.268 5.753 4.463 -0.06
C 5.821 2.888 5.018 0.01
H 5.885 5.458 5.892 0.11
H 4.461 6.237 6.541 0.12
H 4.568 4.985 3.750 0.07
H 4.637 6.716 4.108 0.08
H 3.179 5.775 4.468 0.07
H 5.315 2.610 4.094 0.10
H 6.513 2.097 5.297 0.09
H 6.416 3.783 4.850 0.07
O 2.542 -2.745 -5.589 0.11
C 1.507 -3.251 -5.922 -0.51
O 1.521 -4.226 -6.861 -0.01
C 0.375 -5.011 -7.186 -0.25
C -0.502 -4.323 -8.212 -0.07
C 0.186 -2.763 -5.384 0.02
H -0.177 -5.284 -6.286 0.11
H 0.765 -5.939 -7.605 0.12
H -0.898 -3.380 -7.834 0.07
H -1.341 -4.962 -8.491 0.08
H 0.076 -4.092 -9.108 0.08
H -0.134 -1.896 -5.964 0.10
H 0.330 -2.463 -4.349 0.06
H -0.602 -3.512 -5.387 0.08
```

Properties
HOMO (eV): -5.42
Total charge: -1
E_tot (eV): -152074.047
Kohn-Sham gap (eV): 7.36